{"formula": "C3H4N2OS2", "method": "ωB97M-V with the def2-TZVPD basis set", "max_force_ev_per_a": 7.02, "lumo_energy_ev": -0.803, "multiplicity": 1, "relative_energy_kj_mol": 378.9, "total_charge": 0, "elements": ["C", "C", "C", "H", "H", "H", "H", "N", "N", "O", "S", "S"], "xyz": [[-1.022, -1.515, 0.485], [0.340, 0.158, 0.703], [-0.122, 0.197, -0.684], [-2.101, -2.883, 0.041], [1.169, 2.303, 0.108], [1.428, -0.153, -2.265], [-0.847, -1.675, -1.778], [-0.217, -0.955, 1.396], [-1.138, -0.753, -0.693], [-1.613, -2.645, 0.907], [1.199, 1.618, 1.353], [0.524, 1.038, -2.060]]}

***

{"formula": "C3H4N2OS2", "method": "ωB97M-V with the def2-TZVPD basis set", "max_force_ev_per_a": 9.32, "lumo_energy_ev": -0.728, "multiplicity": 1, "relative_energy_kj_mol": 412.9, "total_charge": 0, "elements": ["C", "C", "C", "H", "H", "H", "H", "N", "N", "O", "S", "S"], "xyz": [[1.286, 0.078, -0.045], [0.566, -1.192, 0.333], [-1.543, -0.186, -0.160], [0.538, -1.282, 1.420], [1.154, -1.928, -0.163], [-1.285, 1.922, -0.139], [0.534, 2.081, -0.475], [-0.769, 0.807, 0.459], [0.555, 1.127, -0.089], [-0.793, -1.228, -0.280], [2.956, -0.114, -0.451], [-3.198, -0.084, -0.410]]}

***

{"formula": "C3H4N2OS2", "method": "ωB97M-V with the def2-TZVPD basis set", "max_force_ev_per_a": 5.80, "lumo_energy_ev": [-0.612, -0.612], "multiplicity": 1, "relative_energy_kj_mol": 442.6, "total_charge": 0, "elements": ["C", "C", "C", "N", "N", "O", "S", "S", "H", "H", "H", "H"], "xyz": [[-0.798, -0.188, -1.105], [-1.467, -0.806, -0.184], [0.604, 0.089, 1.182], [0.713, 0.627, -0.027], [1.833, 0.814, -0.684], [-2.687, -1.366, -0.221], [1.819, 0.197, 2.259], [-0.901, -0.643, 1.576], [-0.681, 0.205, -2.151], [2.757, 0.627, -0.238], [1.886, 1.723, -1.008], [-3.077, -1.278, 0.602]]}

***

{"formula": "C3H4N2S", "method": "ωB97M-V with the def2-TZVPD basis set", "max_force_ev_per_a": 2.90, "lumo_energy_ev": 0.205, "multiplicity": 1, "relative_energy_kj_mol": 68.9, "total_charge": 0, "smiles": "N#CCC(N)=S", "elements": ["C", "C", "C", "H", "H", "H", "H", "N", "N", "S"], "xyz": [[-0.872, -0.036, -0.112], [0.372, -0.776, 0.354], [1.668, -0.521, -0.296], [-1.602, 1.860, -0.523], [0.019, 1.834, 0.178], [0.255, -1.895, 0.333], [0.465, -0.594, 1.440], [-0.780, 1.304, -0.193], [2.751, -0.379, -0.719], [-2.277, -0.797, -0.461]]}

***

{"formula": "C3H4N2S", "method": "ωB97M-V with the def2-TZVPD basis set", "max_force_ev_per_a": 2.88, "lumo_energy_ev": -0.490, "multiplicity": 1, "relative_energy_kj_mol": 820.5, "total_charge": 0, "elements": ["C", "C", "C", "N", "N", "S", "H", "H", "H", "H"], "xyz": [[-0.663, -0.096, -2.051], [0.277, 1.488, -0.268], [-0.140, -1.236, -0.126], [-0.702, -1.003, -1.243], [0.493, 0.235, 2.233], [0.435, 0.189, 0.664], [-1.343, 0.404, -2.621], [0.848, 2.325, 0.126], [-0.352, -2.029, 0.467], [1.146, -0.278, 2.818]]}

***

{"formula": "C3H4N2S", "method": "ωB97M-V with the def2-TZVPD basis set", "max_force_ev_per_a": 6.05, "lumo_energy_ev": 0.571, "multiplicity": 1, "relative_energy_kj_mol": 150.7, "total_charge": 0, "smiles": "Sc1cnc[nH]1", "elements": ["C", "C", "C", "H", "H", "H", "H", "N", "N", "S"], "xyz": [[0.244, 0.439, 0.365], [0.596, -0.942, 0.346], [-0.670, -0.543, -1.256], [1.246, 1.174, 2.430], [1.225, -1.612, 0.944], [-1.074, -0.595, -2.294], [-1.456, 1.334, -0.692], [0.147, -1.523, -0.796], [-0.586, 0.623, -0.662], [0.327, 1.644, 1.615]]}

***

{"formula": "C3H4N2S", "method": "ωB97M-V with the def2-TZVPD basis set", "max_force_ev_per_a": 2.68, "lumo_energy_ev": 0.096, "multiplicity": 1, "relative_energy_kj_mol": 280.2, "total_charge": 0, "smiles": "C=C=S.N=C=N", "elements": ["C", "C", "C", "N", "N", "S", "H", "H", "H", "H"], "xyz": [[0.987, 1.329, -0.417], [-2.235, -0.329, -0.254], [-1.755, -1.258, -1.103], [1.288, 1.792, 0.672], [0.487, 0.681, -1.309], [-2.735, 0.703, 0.809], [-2.195, -1.251, -2.137], [0.903, 2.594, 1.156], [-0.958, -1.874, -0.636], [0.655, 0.718, -2.249]]}

***

{"formula": "C3H4N2S2", "method": "ωB97M-V with the def2-TZVPD basis set", "max_force_ev_per_a": 3.38, "lumo_energy_ev": [-1.525, -1.526], "multiplicity": 1, "relative_energy_kj_mol": 367.5, "total_charge": 0, "elements": ["C", "C", "C", "N", "N", "S", "S", "H", "H", "H", "H"], "xyz": [[0.260, -3.288, -0.833], [1.119, -1.109, 0.909], [-0.168, 1.163, -0.031], [-0.023, -3.196, -1.956], [0.741, -3.338, 0.349], [2.534, -0.857, 1.521], [-0.323, -0.640, 0.293], [-1.085, 1.628, 0.312], [-0.068, 1.284, -1.104], [0.694, 1.563, 0.487], [0.140, -3.643, 1.100]]}

***

{"formula": "C3H4N2S2", "method": "ωB97M-V with the def2-TZVPD basis set", "max_force_ev_per_a": 5.23, "lumo_energy_ev": -1.860, "multiplicity": 1, "relative_energy_kj_mol": 538.8, "total_charge": 0, "elements": ["C", "C", "C", "H", "H", "H", "H", "N", "N", "S", "S"], "xyz": [[0.574, 0.527, -0.284], [0.307, -0.935, -0.254], [-1.015, -1.292, 0.519], [-1.277, 1.084, 0.446], [-0.007, 2.359, 0.335], [2.028, 0.381, -1.415], [-1.270, -1.775, 2.008], [-0.249, 1.387, 0.477], [1.629, 1.102, -0.831], [1.413, -2.025, -0.219], [-2.133, -0.813, -0.781]]}

***

{"formula": "C3H4N2S2", "method": "ωB97M-V with the def2-TZVPD basis set", "max_force_ev_per_a": 3.95, "lumo_energy_ev": -0.342, "multiplicity": 1, "relative_energy_kj_mol": 426.1, "total_charge": 0, "elements": ["C", "C", "C", "N", "N", "S", "S", "H", "H", "H", "H"], "xyz": [[2.075, -0.248, 0.099], [1.546, 0.363, 1.169], [0.042, -0.691, -0.689], [1.302, -0.650, -0.968], [-0.402, -0.187, 0.450], [-3.186, 0.269, -0.671], [-2.054, 0.110, 0.940], [3.072, -0.099, -0.055], [1.385, 0.561, 2.288], [-0.619, -0.964, -1.516], [-3.160, 1.536, -1.049]]}

***

{"formula": "C3H4N3", "method": "ωB97M-V with the def2-TZVPD basis set", "max_force_ev_per_a": 5.57, "lumo_energy_ev": -6.257, "multiplicity": 1, "relative_energy_kj_mol": 382.6, "total_charge": 1, "elements": ["C", "C", "C", "N", "N", "N", "H", "H", "H", "H"], "xyz": [[-1.706, 1.652, 0.119], [0.309, -0.648, 0.014], [1.733, -0.610, -0.024], [-2.110, 0.532, 0.071], [-0.782, -1.076, -0.091], [-2.023, -0.691, -0.134], [-1.817, 2.657, 0.029], [2.162, -1.530, 0.682], [2.098, 0.353, 0.463], [2.135, -0.640, -1.129]]}

***

{"formula": "C3H4N3", "method": "ωB97M-V with the def2-TZVPD basis set", "max_force_ev_per_a": 5.16, "lumo_energy_ev": [-6.618, -6.618], "multiplicity": 1, "relative_energy_kj_mol": 458.6, "total_charge": 1, "elements": ["C", "C", "C", "N", "N", "N", "H", "H", "H", "H"], "xyz": [[0.905, -1.200, -0.034], [0.149, 1.354, -0.089], [-0.517, -1.122, -0.065], [1.973, 0.821, -0.005], [1.751, -0.367, 0.008], [-0.715, 0.437, -0.073], [0.171, 2.458, 0.015], [-0.997, -1.503, -0.925], [-1.013, -1.637, 0.878], [-1.709, 0.760, 0.289]]}